--- A ---
{"formula": "C7H11NS2", "method": "wB97M-V/def2-TZVPD", "elements": ["C", "C", "C", "C", "C", "C", "C", "N", "S", "S", "H", "H", "H", "H", "H", "H", "H", "H", "H", "H", "H"], "xyz": [[-3.294, -1.089, -1.219], [-4.087, -0.887, -0.142], [-1.748, -0.104, 0.082], [1.070, -1.442, 0.087], [1.843, 0.925, 0.191], [-0.550, 0.467, 0.536], [0.639, 0.146, -0.194], [-2.001, -0.680, -1.002], [-3.338, 0.000, 1.097], [-0.934, 2.973, -0.496], [-3.430, -1.824, -2.018], [-5.108, -1.105, -0.097], [2.030, -1.818, -0.476], [1.146, -1.586, 1.185], [0.322, -2.120, -0.209], [1.859, 2.007, 0.025], [2.188, 0.776, 1.129], [2.708, 0.676, -0.497], [-0.428, 0.972, 1.441], [0.483, 0.036, -1.325], [-0.948, 2.277, -1.630]], "mulliken_charge": [-0.536, -0.144, 0.217, -1.342, -1.588, -0.648, 0.829, -0.313, -0.143, -0.299, 0.330, 0.457, 0.312, 0.361, 0.414, 0.316, 0.451, 0.384, 0.617, 0.227, 0.097], "homo_lumo_gap_ev": [6.43, 6.40], "charge": 0, "mol_weight_g_mol": 173.31, "lumo_ev": [-1.7, -1.7]}

--- B ---
{"formula": "C7H11NS2", "method": "wB97M-V/def2-TZVPD", "elements": ["C", "C", "C", "C", "C", "C", "C", "N", "S", "S", "H", "H", "H", "H", "H", "H", "H", "H", "H", "H", "H"], "xyz": [[1.982, -0.334, 0.390], [-0.378, 2.211, -0.111], [-1.322, 0.977, 0.115], [0.806, 1.813, 0.834], [-0.365, -0.209, 0.567], [-0.092, -1.464, -1.021], [-0.873, -2.669, -0.719], [0.865, 0.299, 0.814], [3.476, -0.079, 0.886], [1.722, -1.757, -0.826], [0.131, 2.312, -1.058], [-0.848, 3.251, 0.145], [-2.086, 1.270, 0.889], [-1.707, 0.508, -0.809], [1.763, 2.350, 0.511], [0.815, 2.210, 1.920], [-0.747, -0.902, 1.359], [-0.113, -0.852, -1.878], [-0.800, -3.313, -1.618], [-1.947, -2.416, -0.524], [-0.282, -3.204, 0.133]], "mulliken_charge": [0.181, -0.596, -0.385, -0.591, -0.574, -0.373, -1.111, 0.185, -0.322, -0.123, 0.294, 0.310, 0.313, 0.300, 0.319, 0.276, 0.287, 0.628, 0.357, 0.304, 0.321], "homo_lumo_gap_ev": 8.74, "charge": 0, "mol_weight_g_mol": 173.31, "lumo_ev": 0.4}

Relative energies, hartree: A 0.0246; B 0.0000.

--- A ---
{"formula": "C4H6ClF", "method": "wB97M-V/def2-TZVPD", "elements": ["C", "C", "C", "C", "F", "Cl", "H", "H", "H", "H", "H", "H"], "xyz": [[-0.478, -1.507, 0.494], [-0.691, -0.346, -0.114], [-0.125, 2.054, -0.393], [-0.006, 0.886, 0.225], [0.879, 0.780, 1.256], [3.831, -0.134, -0.189], [-0.998, -2.402, 0.196], [0.225, -1.605, 1.304], [-1.395, -0.255, -0.928], [2.891, 0.120, 0.643], [-0.803, 2.166, -1.218], [0.442, 2.918, -0.092]], "mulliken_charge": [-0.706, -0.260, -0.822, 0.770, -0.275, -0.249, 0.267, 0.265, 0.240, 0.238, 0.245, 0.287], "homo_lumo_gap_ev": 10.06, "charge": 0, "mol_weight_g_mol": 108.54, "lumo_ev": 0.7, "smiles": "C=CC(=C)F.Cl"}

--- B ---
{"formula": "C4H6ClF", "method": "wB97M-V/def2-TZVPD", "elements": ["C", "C", "C", "C", "H", "H", "H", "H", "H", "H", "F", "Cl"], "xyz": [[-1.287, 0.266, 0.754], [-0.078, 0.814, -0.020], [0.617, -0.213, -0.806], [1.669, -0.904, -0.277], [-1.993, 1.030, 1.177], [-0.993, -0.593, 1.445], [0.548, 1.244, 0.737], [0.155, -0.584, -1.673], [2.128, -1.796, -0.633], [1.945, -0.598, 0.732], [-0.458, 1.919, -0.835], [-2.255, -0.584, -0.600]], "mulliken_charge": [-0.433, 0.010, -0.092, -0.756, 0.340, 0.289, 0.296, 0.372, 0.302, 0.212, -0.326, -0.215], "homo_lumo_gap_ev": 11.21, "charge": 0, "mol_weight_g_mol": 108.54, "lumo_ev": 0.9, "smiles": "C=C[C@@H](F)CCl"}

--- C ---
{"formula": "C4H6ClF", "method": "wB97M-V/def2-TZVPD", "elements": ["C", "C", "C", "C", "H", "H", "H", "H", "H", "H", "F", "Cl"], "xyz": [[1.429, -0.063, -0.555], [0.545, 0.197, 0.634], [-0.861, 0.511, 0.138], [-1.732, -0.538, 0.062], [1.011, -0.983, -1.065], [2.497, -0.187, -0.180], [1.291, 0.752, -1.280], [0.518, -0.825, 1.258], [0.873, 1.001, 1.350], [-1.267, -1.501, -0.106], [-3.037, -0.605, -0.164], [-1.269, 2.240, -0.090]], "mulliken_charge": [-0.836, -0.525, 0.248, -0.127, 0.263, 0.278, 0.286, 0.238, 0.342, 0.255, -0.230, -0.192], "homo_lumo_gap_ev": 10.12, "charge": 0, "mol_weight_g_mol": 108.54, "lumo_ev": 0.8, "smiles": "CC/C(Cl)=C/F"}

Relative energies, hartree: A 0.0000; B 0.0047; C 0.0146.

--- A ---
{"formula": "CH3N3S", "method": "wB97M-V/def2-TZVPD", "elements": ["C", "N", "N", "N", "S", "H", "H", "H"], "xyz": [[-2.266, -0.204, -0.271], [0.812, -0.355, -0.004], [1.852, 0.024, 0.012], [3.009, 0.233, 0.037], [-2.571, -0.189, 1.265], [-3.121, 0.008, -0.962], [-1.288, -0.297, -0.747], [3.571, 0.781, 0.671]], "mulliken_charge": [-0.313, -0.384, 0.862, -0.770, -0.205, 0.248, 0.290, 0.272], "homo_lumo_gap_ev": 8.59, "charge": 0, "mol_weight_g_mol": 89.12, "lumo_ev": 0.0}

--- B ---
{"formula": "CH3N3S", "method": "wB97M-V/def2-TZVPD", "elements": ["C", "N", "N", "N", "S", "H", "H", "H"], "xyz": [[-0.528, 2.275, -0.669], [-0.481, 3.180, 0.147], [1.440, -2.063, -0.370], [1.275, -0.819, -0.258], [-0.855, 1.313, -1.817], [-0.417, 3.077, 1.136], [0.570, -2.523, -0.301], [2.092, -0.254, -0.498]], "mulliken_charge": [0.465, -0.444, -0.474, 0.011, -0.320, 0.290, 0.245, 0.228], "homo_lumo_gap_ev": 9.82, "charge": 0, "mol_weight_g_mol": 89.12, "lumo_ev": 0.6, "smiles": "[H]/N=N/[H].N=C=S"}

Relative energies, hartree: A 0.0402; B 0.0000.

--- A ---
{"formula": "C25H29N3O6S", "method": "wB97M-V/def2-TZVPD", "elements": ["C", "H", "C", "H", "C", "N", "C", "O", "C", "N", "S", "O", "O", "C", "C", "C", "C", "C", "C", "H", "H", "C", "H", "H", "H", "H", "H", "H", "H", "H", "C", "C", "C", "C", "C", "C", "O", "C", "H", "H", "H", "H", "H", "H", "H", "H", "C", "O", "N", "H", "C", "C", "C", "C", "C", "O", "H", "H", "H", "H", "H", "H", "H", "H"], "xyz": [[-4.782, -2.132, 1.622], [-4.297, -2.559, 2.497], [-3.799, -2.007, 0.465], [-4.310, -1.620, -0.415], [-2.627, -1.104, 0.856], [-1.550, -1.069, -0.148], [-1.789, -0.726, -1.427], [-2.914, -0.546, -1.877], [-0.583, -0.480, -2.322], [0.364, 0.407, -1.685], [1.962, 0.255, -2.173], [2.255, 1.236, -3.183], [2.197, -1.126, -2.488], [2.857, 0.685, -0.694], [3.985, -0.041, -0.370], [4.715, 0.300, 0.755], [4.318, 1.361, 1.562], [3.179, 2.080, 1.212], [2.450, 1.750, 0.084], [1.571, 2.311, -0.189], [2.861, 2.906, 1.832], [5.114, 1.737, 2.772], [4.483, 2.204, 3.524], [5.891, 2.450, 2.496], [5.598, 0.865, 3.206], [5.600, -0.263, 1.012], [4.270, -0.866, -1.002], [0.074, 1.376, -1.737], [-0.964, -0.080, -3.270], [-0.059, -1.413, -2.533], [-0.246, -1.319, 0.361], [0.235, -0.552, 1.411], [1.468, -0.825, 1.977], [2.231, -1.863, 1.480], [1.765, -2.637, 0.432], [0.517, -2.392, -0.129], [-0.044, -3.149, -1.108], [0.783, -4.052, -1.811], [0.163, -4.448, -2.615], [1.648, -3.532, -2.233], [1.112, -4.877, -1.172], [2.374, -3.446, 0.064], [3.194, -2.086, 1.915], [1.826, -0.227, 2.800], [-0.369, 0.254, 1.795], [-2.177, -1.511, 1.768], [-3.012, 0.351, 1.184], [-2.658, 0.877, 2.220], [-3.723, 0.980, 0.228], [-3.822, 0.502, -0.664], [-3.776, 2.431, 0.188], [-2.591, 2.961, -0.558], [-2.182, 2.760, -1.846], [-0.928, 3.411, -1.970], [-0.673, 3.957, -0.748], [-1.669, 3.684, 0.110], [0.141, 4.552, -0.384], [-0.314, 3.476, -2.846], [-2.706, 2.216, -2.605], [-4.710, 2.733, -0.291], [-3.745, 2.800, 1.216], [-3.396, -2.990, 0.209], [-5.614, -2.773, 1.342], [-5.175, -1.155, 1.894]], "mulliken_charge": [-1.388, 0.346, -0.508, 0.279, 0.039, 0.798, 0.962, -0.765, -1.491, 0.366, 1.384, -0.771, -0.643, 0.266, -0.708, -0.754, 1.099, -0.827, -0.361, 0.315, 0.389, -1.658, 0.386, 0.347, 0.389, 0.431, 0.499, -0.306, 0.457, 0.583, -0.341, 0.112, -1.326, -0.862, -0.603, 0.892, -0.434, -0.923, 0.276, 0.345, 0.352, 0.448, 0.434, 0.468, 0.486, 0.647, -0.301, -0.713, 0.081, 0.324, -1.208, 0.402, -0.127, -0.318, -0.516, -0.384, 0.603, 0.436, 0.529, 0.438, 0.408, 0.486, 0.431, 0.303], "homo_lumo_gap_ev": 9.10, "charge": 0, "mol_weight_g_mol": 499.59, "lumo_ev": 0.6, "smiles": "CC[C@H](C(=O)NCc1ccco1)N(C(=O)CNS(=O)(=O)c1ccc(C)cc1)c1ccccc1OC"}

--- B ---
{"formula": "C25H29N3O6S", "method": "wB97M-V/def2-TZVPD", "elements": ["C", "H", "O", "C", "C", "C", "C", "C", "C", "C", "C", "C", "O", "N", "H", "C", "H", "H", "C", "N", "C", "O", "C", "C", "C", "C", "C", "C", "H", "H", "S", "O", "O", "N", "C", "C", "C", "C", "C", "H", "H", "H", "H", "H", "H", "H", "H", "H", "H", "H", "H", "H", "H", "H", "H", "O", "C", "H", "H", "H", "H", "H", "H", "H"], "xyz": [[-0.087, -1.905, 2.379], [0.469, -2.670, 2.940], [0.995, -0.918, 1.776], [1.938, -1.556, 1.079], [2.046, -3.024, 0.588], [3.085, -3.373, 0.083], [4.052, -2.541, -0.168], [3.991, -1.034, -0.104], [2.846, -0.581, 0.644], [2.878, 0.738, 1.048], [3.735, 1.857, 0.678], [4.847, 1.297, -0.208], [5.866, 1.736, -0.635], [4.996, -0.067, -0.309], [5.759, -0.533, -0.990], [3.591, 3.104, 1.002], [4.688, 3.423, 0.996], [3.064, 3.279, 1.872], [3.018, 3.876, -0.381], [1.670, 3.086, -0.483], [0.487, 3.306, -0.052], [0.179, 4.464, 0.739], [-0.443, 2.281, 0.109], [-1.356, 2.139, 1.323], [-2.136, 1.173, 1.062], [-2.039, 0.025, 0.342], [-1.291, -0.109, -0.758], [-0.421, 1.323, -0.942], [0.090, 1.186, -1.676], [-1.279, -0.773, -1.398], [-3.153, -1.333, 0.527], [-2.566, -2.561, -0.239], [-3.393, -1.539, 2.002], [-4.638, -1.299, -0.184], [-4.697, -1.256, -1.600], [-4.506, 0.413, -2.172], [-5.578, 1.134, -1.768], [-5.446, 1.174, 0.188], [-5.561, -0.225, 0.492], [-5.443, -0.175, 1.639], [-6.475, -0.733, 0.472], [-4.612, 1.657, 0.415], [-6.318, 1.729, 0.406], [-5.558, 1.994, -1.975], [-6.706, 0.815, -1.922], [-3.399, 0.556, -2.022], [-4.597, 0.038, -3.248], [-3.724, -1.989, -1.897], [-5.592, -1.547, -2.006], [-2.909, 0.968, 2.213], [-1.241, 2.933, 1.830], [1.876, 2.128, -0.944], [2.826, 4.859, -0.181], [3.616, 3.666, -1.106], [2.102, 1.054, 1.743], [5.322, -2.639, -0.821], [5.451, -4.143, -1.458], [4.605, -4.430, -2.005], [6.459, -4.015, -1.889], [5.669, -4.740, -0.215], [3.263, -4.403, -0.313], [1.311, -3.577, 1.081], [-0.638, -2.388, 1.421], [-0.986, -1.335, 2.979]], "mulliken_charge": [-0.834, 0.540, -0.416, 0.606, -1.648, -0.247, 0.482, -0.171, 1.031, -0.221, 0.298, 0.334, -0.711, -0.139, 0.305, -1.190, 0.377, 0.500, -1.171, -0.078, 0.034, -0.773, 0.876, -1.267, -1.140, 1.286, -1.540, -1.629, 1.030, 1.443, 1.298, -0.800, -0.739, 0.026, -0.943, 0.081, -1.257, -0.824, -0.657, 0.253, 0.607, 0.213, 0.514, 0.723, 0.293, 0.100, 0.271, 0.304, 0.582, 0.141, 1.200, 0.253, 0.459, 0.665, 0.409, -0.530, -0.854, 0.360, 0.286, 0.289, 0.336, 0.542, 0.238, 0.195], "homo_lumo_gap_ev": 6.86, "charge": 0, "mol_weight_g_mol": 499.59, "lumo_ev": -0.5}

Relative energies, hartree: A 0.0000; B 0.8158.

--- A ---
{"formula": "H2KO", "method": "wB97M-V/def2-TZVPD", "elements": ["O", "H", "H", "K"], "xyz": [[-0.191, 0.093, -0.306], [-0.697, -0.749, -0.244], [-0.836, 0.745, -0.661], [1.724, -0.089, 1.211]], "mulliken_charge": [-0.636, 0.352, 0.319, 0.965], "homo_lumo_gap_ev": 12.78, "charge": 1, "mol_weight_g_mol": 57.11, "lumo_ev": -4.2}

--- B ---
{"formula": "H2KO", "method": "wB97M-V/def2-TZVPD", "elements": ["O", "H", "H", "K"], "xyz": [[-1.577, 2.424, 0.074], [-1.064, 3.252, 0.213], [-1.744, 2.395, -0.895], [0.054, -0.084, -0.001]], "mulliken_charge": [-0.690, 0.358, 0.353, 0.979], "homo_lumo_gap_ev": 11.97, "charge": 1, "mol_weight_g_mol": 57.11, "lumo_ev": -4.4}

Relative energies, hartree: A 0.0000; B 0.0056.

--- A ---
{"formula": "C5H4N4", "method": "wB97M-V/def2-TZVPD", "elements": ["C", "C", "C", "C", "C", "N", "N", "N", "N", "H", "H", "H", "H"], "xyz": [[2.054, 0.763, 0.812], [0.162, 0.464, -0.009], [0.564, -0.768, 0.477], [-1.470, -0.163, -0.641], [-2.379, 0.520, -1.308], [1.087, 1.408, 0.193], [-0.303, -1.813, 0.324], [-1.369, -1.465, -0.266], [1.801, -0.558, 1.019], [2.964, 1.237, 1.128], [-3.271, 0.039, -1.676], [-2.246, 1.569, -1.512], [2.406, -1.234, 1.460]], "mulliken_charge": [-0.277, 0.630, 0.113, 0.532, -0.745, -0.665, -0.443, -0.373, -0.017, 0.411, 0.318, 0.316, 0.201], "homo_lumo_gap_ev": 8.06, "charge": 0, "mol_weight_g_mol": 120.11, "lumo_ev": -0.8, "smiles": "C=C1N=Nc2[nH]cnc21"}

--- B ---
{"formula": "C5H4N4", "method": "wB97M-V/def2-TZVPD", "elements": ["C", "C", "C", "C", "C", "N", "N", "N", "N", "H", "H", "H", "H"], "xyz": [[1.703, -1.440, 0.010], [1.790, 1.363, -0.199], [-1.087, 0.004, 1.232], [-1.536, -0.180, -0.225], [0.618, 0.648, 0.045], [2.029, -2.517, -0.237], [2.701, 1.932, -0.555], [0.115, 0.433, 1.303], [-0.311, 0.403, -0.869], [-1.582, -0.030, 2.251], [-1.884, -1.231, -0.577], [-2.411, 0.541, -0.342], [-0.145, 0.076, -1.836]], "mulliken_charge": [-0.001, 0.171, -0.127, -0.292, 0.332, -0.483, -0.310, -0.412, -0.187, 0.388, 0.315, 0.276, 0.328], "homo_lumo_gap_ev": [7.77, 7.77], "charge": 0, "mol_weight_g_mol": 120.11, "lumo_ev": [-1.9, -1.9]}

Relative energies, hartree: A 0.0000; B 0.0291.